Record 1
The following is a quantum chemistry calculation of a single C5H5NO molecule, from OMol25.

Each line ends with the Löwdin charge.
Positions of all 12 atoms, in Å:
1 O 0.554 1.629 1.358  0.08
2 C 0.635 0.818 0.450  -0.46
3 C 1.797 -0.037 0.317  -0.04
4 C 2.722 -0.803 0.267  0.15
5 C -0.374 0.712 -0.626  -0.14
6 C -1.535 -0.495 -0.415  -0.10
7 N -1.763 0.906 -0.253  0.00
8 H 3.548 -1.469 0.222  0.03
9 H -0.337 -0.255 -1.245  0.13
10 H -1.361 -1.152 0.423  0.12
11 H -2.096 -0.938 -1.253  0.12
12 H -1.789 1.085 0.755  0.11

The largest force on an atom comes out at 1.93 eV/A. Its SMILES is C#CC(=O)[C@H]1CN1. As for the frontier orbital gap: 8.84 eV. The calculation puts the HOMO energy at -8.792 eV. The calculation puts the total energy at -8797.6500 eV. The energy relative to the best compared isomer or geometry (same formula, charge and spin) is 556.63 kJ/mol.



Record 2
The following is a quantum chemistry calculation of 9 unconnected molecules or ions with the total composition C27H70N2O9, from OMol25.

Each line ends with the Löwdin charge.
Positions of all 108 atoms, in Å:
1 C 9.721 6.369 9.560  -0.04
2 C 8.473 7.025 8.885  -0.47
3 C 8.534 8.540 8.999  -0.06
4 O 8.314 6.554 7.550  -0.06
5 H 9.845 6.824 10.538  0.05
6 H 10.628 6.530 8.953  0.07
7 H 9.571 5.317 9.711  0.07
8 H 7.578 6.731 9.461  0.14
9 H 9.188 8.954 8.250  0.05
10 H 8.761 8.858 10.050  0.09
11 H 7.540 8.917 8.791  0.07
12 H 9.044 6.916 7.016  0.05
13 C 11.219 13.160 9.405  -0.01
14 C 11.113 14.189 10.599  -0.45
15 C 11.101 15.733 10.144  -0.11
16 C 9.871 16.072 9.265  -0.17
17 C 8.701 15.917 10.232  -0.15
18 C 8.536 14.477 10.762  -0.50
19 N 9.821 13.990 11.354  -0.10
20 O 9.767 12.673 11.909  -0.04
21 C 7.546 14.544 11.952  -0.05
22 C 7.984 13.551 9.662  -0.03
23 C 12.271 13.998 11.546  -0.06
24 H 10.349 13.152 8.745  0.03
25 H 11.343 12.197 9.903  0.06
26 H 12.057 13.496 8.781  0.10
27 H 11.065 16.380 11.039  0.12
28 H 12.049 15.908 9.643  0.11
29 H 9.856 15.469 8.355  0.10
30 H 9.944 17.117 8.973  0.11
31 H 7.740 16.166 9.827  0.11
32 H 8.882 16.665 11.000  0.12
33 H 7.354 13.517 12.305  0.08
34 H 7.950 15.144 12.824  0.10
35 H 6.581 14.953 11.638  0.08
36 H 8.423 13.858 8.717  0.05
37 H 8.124 12.504 9.908  0.08
38 H 6.903 13.749 9.588  0.09
39 H 12.376 12.997 11.975  0.08
40 H 12.241 14.782 12.327  0.10
41 H 13.185 14.271 11.025  0.07
42 H 9.638 12.822 12.872  0.11
43 C 17.485 10.461 10.458  -0.02
44 C 16.553 11.681 10.248  -0.47
45 C 15.154 11.326 10.860  -0.11
46 C 15.189 11.465 12.428  -0.17
47 C 15.551 12.883 12.732  -0.15
48 C 16.965 13.212 12.245  -0.52
49 N 17.043 12.957 10.799  -0.13
50 O 18.278 13.247 10.190  -0.03
51 C 17.134 14.722 12.365  -0.04
52 C 18.056 12.428 12.983  -0.02
53 C 16.377 11.911 8.707  -0.03
54 H 17.061 9.629 9.914  0.07
55 H 17.562 10.168 11.502  0.06
56 H 18.479 10.657 10.014  0.09
57 H 14.366 12.026 10.542  0.11
58 H 14.883 10.317 10.547  0.09
59 H 15.822 10.691 12.884  0.11
60 H 14.185 11.296 12.812  0.09
61 H 15.518 13.055 13.815  0.13
62 H 14.851 13.544 12.231  0.09
63 H 16.478 15.212 11.617  0.10
64 H 16.854 15.072 13.350  0.08
65 H 18.173 14.995 12.161  0.08
66 H 18.984 12.456 12.402  0.09
67 H 18.137 12.959 13.935  0.08
68 H 17.850 11.388 13.228  0.06
69 H 17.351 11.900 8.215  0.07
70 H 15.951 12.939 8.652  0.09
71 H 15.708 11.234 8.196  0.06
72 H 18.213 14.156 9.858  0.11
73 C 13.228 12.719 5.106  -0.14
74 O 13.857 11.735 5.883  -0.14
75 H 12.256 12.982 5.574  0.07
76 H 13.870 13.574 5.070  0.07
77 H 12.903 12.387 4.105  0.09
78 H 14.677 11.374 5.508  0.10
79 C 9.248 11.851 6.797  -0.12
80 O 9.830 13.114 6.413  -0.13
81 H 8.309 12.058 7.278  0.06
82 H 9.135 11.300 5.873  0.08
83 H 9.886 11.312 7.531  0.07
84 H 9.292 13.511 5.760  0.06
85 C 12.337 9.943 8.447  -0.13
86 O 12.199 9.596 7.105  -0.14
87 H 12.278 11.035 8.633  0.06
88 H 11.488 9.546 9.009  0.07
89 H 13.277 9.574 8.822  0.07
90 H 12.724 10.206 6.528  0.09
91 C 11.861 9.360 11.949  -0.10
92 O 12.512 8.071 11.821  -0.13
93 H 11.062 9.457 11.208  0.07
94 H 11.520 9.515 12.978  0.09
95 H 12.658 10.074 11.756  0.06
96 H 11.871 7.429 11.542  0.05
97 C 11.615 6.547 5.858  -0.20
98 O 10.841 7.470 6.510  -0.17
99 H 11.237 6.344 4.836  0.08
100 H 12.672 6.805 5.676  0.08
101 H 11.581 5.585 6.413  0.09
102 H 11.272 8.369 6.657  0.06
103 C 14.095 6.679 9.154  -0.11
104 O 14.666 7.722 10.014  -0.16
105 H 13.209 6.266 9.698  0.08
106 H 13.800 7.029 8.156  0.06
107 H 14.888 5.910 9.046  0.08
108 H 14.001 7.982 10.660  0.01

The largest force on an atom comes out at 2.30 eV/A. Its SMILES is CC1(C)CCCC(C)(C)N1O.CC1(C)CCCC(C)(C)N1O.CC(C)O.CO.CO.CO.CO.CO.CO. As for the frontier orbital gap: 8.49 eV. The calculation puts the HOMO energy at -8.076 eV. The calculation puts the total energy at -50537.0418 eV. The energy relative to the best compared isomer or geometry (same formula, charge and spin) is 255.21 kJ/mol.



Record 3
The following is a quantum chemistry calculation of 2 unconnected molecules or ions with the total composition C21H24N4O5S, from OMol25.

Each line ends with the Löwdin charge.
Positions of all 55 atoms, in Å:
1 C 5.877 -4.216 -3.603  0.04
2 N 4.880 -3.111 -3.304  0.04
3 C 3.883 -3.111 -2.264  -0.19
4 C 3.493 -4.023 -1.476  -0.03
5 C 2.391 -3.651 -0.832  -0.08
6 C 2.045 -2.319 -0.831  -0.18
7 C 2.591 -1.312 -1.771  0.13
8 C 3.400 -1.960 -2.523  -0.23
9 O 4.081 -1.275 -3.512  0.22
10 C 5.010 -1.953 -4.048  -0.65
11 O 5.862 -1.803 -4.744  0.22
12 H 1.994 -0.642 -1.741  0.03
13 S 0.571 -1.893 0.192  0.70
14 O -0.102 -3.063 0.770  -0.30
15 O -0.050 -0.823 -0.204  -0.25
16 N 1.719 -1.461 1.713  -0.07
17 H 1.147 -1.808 2.429  0.03
18 C 1.984 -0.064 1.873  -0.12
19 C 0.979 0.480 3.146  -0.02
20 C -0.266 0.148 2.964  -0.53
21 O -0.716 -1.085 3.276  -0.04
22 N -1.053 0.945 2.420  -0.05
23 C -0.935 2.176 1.771  -0.08
24 H 0.230 2.527 1.793  0.15
25 C -1.534 1.815 0.249  -0.23
26 N -2.855 1.721 0.090  -0.13
27 C -3.811 2.741 -0.102  -0.16
28 C -3.564 3.944 0.356  -0.10
29 C -4.414 5.009 0.123  -0.03
30 C -5.839 4.652 -0.061  0.01
31 C -6.161 3.137 -0.134  -0.04
32 C -5.175 2.183 -0.240  0.01
33 H -5.377 1.255 -0.274  0.02
34 H -7.150 2.921 -0.524  0.09
35 H -6.622 5.313 -0.170  0.05
36 H -4.298 5.958 0.476  0.07
37 H -2.650 4.263 0.344  0.04
38 C -2.821 0.591 0.785  -0.25
39 H -3.991 0.059 0.622  0.19
40 C -2.468 0.454 2.278  0.00
41 H -2.694 -0.274 2.666  -0.02
42 H -3.018 1.301 2.758  0.16
43 H -2.236 -0.329 0.142  0.18
44 H -1.153 3.051 -0.496  0.20
45 H -0.766 1.129 -0.280  0.11
46 H -1.714 3.076 2.130  0.17
47 H 1.199 1.719 2.996  0.18
48 H 1.343 0.271 3.915  0.01
49 H 2.900 -0.140 2.182  0.06
50 H 1.836 0.308 0.990  0.05
51 H 2.052 -4.338 0.144  0.20
52 H 3.931 -5.079 -1.348  0.17
53 H 6.266 -4.562 -2.691  0.07
54 H 5.279 -5.027 -3.970  0.08
55 H 6.489 -3.822 -4.451  0.11

The largest force on an atom comes out at 18.96 eV/A. As for the frontier orbital gap: 8.11 eV. The calculation puts the HOMO energy at -7.866 eV. The calculation puts the total energy at -49178.8873 eV. The energy relative to the best compared isomer or geometry (same formula, charge and spin) is 2301.14 kJ/mol.



Record 4
The following is a quantum chemistry calculation of a molecular structure, C17H25F5HfNO2P2, from OMol25.

Each line ends with the Löwdin charge.
Positions of all 53 atoms, in Å:
1 C 1.124 -1.466 -3.728  -0.01
2 C 1.148 -1.016 -2.400  -0.29
3 N 0.026 -1.049 -1.630  -0.01
4 C -1.157 -1.289 -2.243  -0.30
5 C -1.233 -1.629 -3.597  -0.01
6 C -0.083 -1.742 -4.349  -0.02
7 C 2.512 -0.652 -1.831  -0.26
8 P 2.582 -0.409 0.021  0.77
9 Hf 0.141 -0.861 0.801  1.10
10 P -2.350 -0.303 0.088  0.77
11 C -2.484 -1.196 -1.507  -0.27
12 O 2.476 3.013 -2.903  -0.07
13 O -1.001 2.627 -2.037  -0.07
14 H 2.033 -1.467 -4.293  0.12
15 H -2.212 -1.841 -4.030  0.13
16 H -0.123 -2.035 -5.401  0.13
17 C 3.532 -1.907 0.389  -0.28
18 C 3.836 0.923 0.176  -0.22
19 H -3.239 -0.660 -2.104  0.11
20 H -2.901 -2.186 -1.265  0.11
21 H 2.864 0.363 -2.027  0.06
22 H 3.263 -1.416 -2.169  0.12
23 C -3.577 -1.073 1.181  -0.25
24 C -3.092 1.315 -0.305  -0.23
25 H -0.500 2.079 -1.435  -0.01
26 H -0.512 3.469 -1.964  0.07
27 H 1.755 2.479 -2.528  0.00
28 H 2.566 2.487 -3.752  0.08
29 H 0.036 -2.594 0.932  -0.16
30 H 0.142 0.774 0.678  -0.14
31 H 4.510 -1.881 -0.106  0.06
32 H 3.628 -1.970 1.473  0.05
33 H 2.949 -2.757 0.029  0.05
34 H 4.857 0.545 0.000  0.07
35 H 3.654 1.766 -0.512  0.05
36 H 3.782 1.313 1.201  0.06
37 H -4.121 1.182 -0.679  0.07
38 H -3.094 1.950 0.595  0.06
39 H -2.496 1.826 -1.083  0.02
40 H -4.605 -0.884 0.836  0.06
41 H -3.389 -2.154 1.219  0.05
42 H -3.449 -0.682 2.201  0.05
43 F -0.069 -1.887 3.556  -0.01
44 C -0.357 -0.568 3.839  -0.26
45 C -0.362 0.376 2.793  -0.17
46 C -0.657 1.707 3.119  -0.23
47 F -0.735 2.714 2.193  0.04
48 C -0.943 2.086 4.437  -0.12
49 F -1.231 3.385 4.694  0.11
50 C -0.930 1.106 5.436  -0.11
51 F -1.207 1.486 6.707  0.12
52 C -0.647 -0.223 5.154  -0.13
53 F -0.661 -1.176 6.131  0.10

The largest force on an atom comes out at 4.61 eV/A. As for the charge: +1. As for the frontier orbital gap: 7.64 eV. The calculation puts the HOMO energy at -11.394 eV. The calculation puts the total energy at -57081.9691 eV. The energy relative to the best compared isomer or geometry (same formula, charge and spin) is 49.49 kJ/mol.



Record 5
The following is a quantum chemistry calculation of a gas-phase ion, C4H12N2O (charge +2), from OMol25.

Each line ends with the Löwdin charge.
Positions of all 19 atoms, in Å:
1 O 0.034 1.718 -0.992  0.12
2 C -0.421 1.740 0.110  -0.15
3 C -0.497 0.440 0.922  -0.21
4 C 0.314 -0.687 0.240  -0.11
5 C -0.295 -1.262 -1.033  -0.10
6 N 0.418 -0.774 -2.254  0.20
7 N 0.106 0.698 2.302  0.25
8 H -0.825 2.631 0.605  0.16
9 H -1.544 0.180 1.089  0.17
10 H 0.411 -1.482 0.987  0.14
11 H 1.301 -0.243 0.070  0.14
12 H -1.333 -0.951 -1.134  0.15
13 H -0.293 -2.346 -1.053  0.15
14 H 1.388 -1.083 -2.289  0.18
15 H 0.427 0.260 -2.337  0.15
16 H -0.033 -1.123 -3.109  0.19
17 H 0.314 -0.167 2.810  0.18
18 H -0.490 1.297 2.881  0.19
19 H 1.020 1.154 2.185  0.19

The largest force on an atom comes out at 1.13 eV/A. Its SMILES is [NH3+]CC[C@@H]([NH3+])C=O. As for the charge: +2. As for the frontier orbital gap: 11.22 eV. The calculation puts the HOMO energy at -19.167 eV. The calculation puts the total energy at -9353.1541 eV. The energy relative to the best compared isomer or geometry (same formula, charge and spin) is 0.00 kJ/mol.



Record 6
The following is a quantum chemistry calculation of 2 unconnected molecules or ions with the total composition C2H4N2OS, from OMol25.

Each line ends with the Löwdin charge.
Positions of all 10 atoms, in Å:
1 C 1.505 0.238 -2.147  -0.47
2 C -0.297 -0.020 0.275  -0.60
3 N 0.784 1.187 -2.162  0.18
4 N 0.481 -0.471 1.229  -0.04
5 O 2.271 -0.613 -2.310  0.15
6 S -1.575 -1.105 -0.169  0.72
7 H -2.081 -0.299 -1.103  -0.15
8 H 0.105 1.504 -1.500  0.04
9 H 1.242 0.116 1.537  0.09
10 H 0.397 -1.370 1.699  0.09

The largest force on an atom comes out at 1.23 eV/A. As for the frontier orbital gap: 9.48 eV. The calculation puts the HOMO energy at -8.851 eV. The calculation puts the total energy at -18000.2354 eV. The energy relative to the best compared isomer or geometry (same formula, charge and spin) is 233.87 kJ/mol.



Record 7
The following is a quantum chemistry calculation of a gas-phase ion, C2H10N4S (charge +2), from OMol25.

Each line ends with the Löwdin charge.
Positions of all 17 atoms, in Å:
1 C 0.855 0.504 -0.100  -0.41
2 C 0.232 -1.797 0.277  0.03
3 N -0.088 0.812 -1.553  0.07
4 N 0.324 -0.471 0.704  -0.25
5 N -1.136 1.473 -1.445  0.18
6 N -0.266 -0.166 1.863  0.21
7 S 1.030 2.141 0.812  0.91
8 H 1.807 0.053 -0.571  0.18
9 H -0.492 -2.379 0.921  0.15
10 H -0.103 -1.825 -0.701  0.09
11 H 1.242 -2.235 0.271  0.15
12 H 0.629 1.114 -2.167  0.15
13 H -1.319 2.371 -1.886  0.19
14 H -1.734 1.134 -0.713  0.16
15 H -0.894 -0.873 2.304  0.19
16 H 0.039 0.727 2.362  0.13
17 H 2.303 2.254 1.018  -0.11

The largest force on an atom comes out at 4.59 eV/A. Its SMILES is C[N+](=[NH2+])[C@H](S)NN. As for the charge: +2. As for the frontier orbital gap (alpha / beta): 8.12 / 7.81 eV. The calculation puts the HOMO energy (alpha / beta) at -18.713 / -18.539 eV. The calculation puts the total energy at -19009.2234 eV. The energy relative to the best compared isomer or geometry (same formula, charge and spin) is 363.03 kJ/mol.



Record 8
The following is a quantum chemistry calculation of 10 unconnected molecules or ions with the total composition H18NO12, from OMol25.

Each line ends with the Löwdin charge.
Positions of all 31 atoms, in Å:
1 N 0.288 0.259 -0.174  -0.42
2 O 0.629 0.328 1.076  -0.06
3 O 0.531 -0.753 -0.851  -0.08
4 O -0.587 1.018 -0.638  0.02
5 O -0.631 -2.098 -2.901  -0.02
6 H -0.032 -2.922 -2.969  0.10
7 H -0.336 -1.694 -2.193  -0.13
8 O -0.616 0.339 3.477  -0.06
9 H -1.088 -0.539 3.521  0.09
10 H -0.009 0.205 2.785  -0.04
11 O 2.630 -1.586 0.730  -0.11
12 H 3.152 -0.814 1.030  0.03
13 H 2.181 -1.432 -0.157  0.03
14 O -0.977 2.610 1.809  -0.06
15 H -0.990 2.074 2.646  0.03
16 H -0.903 1.926 1.219  -0.08
17 O 1.093 0.424 -3.619  -0.08
18 H 0.618 0.062 -2.877  -0.04
19 H 1.569 -0.366 -4.028  0.07
20 O -3.423 -0.155 0.467  -0.02
21 H -4.354 -0.436 0.095  0.11
22 H -3.042 0.242 -0.185  -0.10
23 O 2.500 0.998 2.940  -0.09
24 H 1.968 1.022 3.754  0.03
25 H 1.802 1.138 2.241  0.02
26 O -0.342 -2.971 0.510  0.05
27 H 0.160 -2.216 0.090  0.03
28 H -0.062 -3.592 0.100  -0.15
29 O -0.901 3.023 -2.688  -0.06
30 H -0.270 3.621 -3.074  0.02
31 H -0.568 2.300 -2.151  -0.02

The largest force on an atom comes out at 15.90 eV/A. As for the charge: -1. As for the frontier orbital gap: 10.07 eV. The calculation puts the HOMO energy at -7.161 eV. The calculation puts the total energy at -26349.0489 eV. The energy relative to the best compared isomer or geometry (same formula, charge and spin) is 424.38 kJ/mol.



What is the energy relative to the best compared isomer or geometry (same formula, charge and spin) in the second record? 255.21 kJ/mol



Look up the largest force on an atom of the seventh one. 4.59 eV/A



The highest largest force on an atom belongs to which entry? C21H24N4O5S



Among the records above, which one has the lowest total energy? C17H25F5HfNO2P2